Here is 10 unconnected molecules or ions with the total composition C40H80N6O15S from the OMol25 dataset. Energies are from ωB97M-V with the def2-TZVPD basis set.

```
142
Properties=species:S:1:pos:R:3:lowdin_charge:R:1
C -2.03994 -0.09688 -0.34004 -0.169
H -7.01641 -3.66970 -3.97768 0.086
H -5.21709 9.42720 2.36004 0.082
C -5.61470 10.22806 -1.00875 -0.022
C -3.21850 -1.08292 -0.29034 -0.213
C -3.72805 3.74928 0.99402 -0.015
H -7.13490 -3.84085 -0.17144 0.084
H 3.75536 0.02062 -8.86196 0.088
H 0.38305 3.72828 -4.36946 0.090
H 3.21948 -2.02669 1.77910 0.103
H -0.89135 -1.58662 2.23732 0.112
C -3.77137 4.23188 -0.43521 -0.501
H 4.57198 -1.09797 2.40562 0.084
O 5.41485 -0.43369 4.41969 0.056
C -6.84063 -2.72510 -3.46024 -0.019
C 3.73271 -0.21608 0.65592 -0.365
H -1.16997 0.06255 -8.75676 0.080
C -4.76884 5.31435 -0.75436 -0.026
C 2.64496 -0.40101 -0.40468 -0.088
O -2.65577 -7.46287 1.74914 0.070
H -1.71048 1.49007 -7.84140 0.085
O 2.54523 1.57996 -6.48933 0.041
O 0.67992 1.50751 4.18882 0.184
H 2.93578 3.17961 -4.77398 0.069
C -5.23587 10.12938 1.53035 -0.023
H 6.40848 1.84207 6.24953 0.090
H 0.90863 -5.59334 -1.73316 0.081
H 2.96605 -1.24137 -1.03059 0.095
N 2.13754 -3.78866 -0.28677 0.112
H -4.57325 6.20042 -0.15247 0.059
C -0.95820 0.70166 -7.90264 -0.020
C 1.16882 -0.50276 0.05823 -0.131
O -3.03204 3.76473 -1.27402 0.048
C 3.30250 0.72433 -6.89128 -0.487
O -3.77418 -3.01795 1.47332 -0.171
O -2.78212 -0.95195 2.31715 -0.303
C 5.66381 -0.72669 10.16067 -0.495
H 1.70368 -0.86106 2.18766 0.120
C 0.84197 -0.67877 1.55611 -0.244
O -1.18033 -1.31001 -6.65011 0.067
O -5.73861 8.20207 0.22996 0.060
N 5.05412 -2.29996 0.73857 0.015
H -1.65655 0.11596 0.65804 0.079
H 3.19469 -4.40987 -2.27382 0.065
H -0.49739 0.31532 -1.78511 0.102
N -0.08162 -1.80185 1.65343 0.162
H -0.17755 -4.57813 -2.36073 0.080
H -5.99129 10.89438 1.71758 0.085
H 2.98996 -0.49193 -5.16362 0.076
C -7.50780 -3.72308 -1.18594 -0.014
H 2.68196 0.47234 -1.05875 0.098
C 1.67858 2.47259 -3.21768 -0.486
C -0.96526 -0.12019 -6.63449 -0.500
H -3.41932 -3.41065 0.65885 0.076
C -3.01594 -5.58537 3.17401 -0.023
H -8.44524 -3.16472 -1.16569 0.087
H 3.74347 -0.57856 11.10285 0.085
N 2.40968 -3.90154 -2.67334 0.070
H 0.73470 4.33860 -2.74205 0.090
N 0.43448 -4.71008 -1.56201 0.083
H 0.77909 0.49434 -0.16018 0.131
H 5.09995 0.82763 -8.05221 0.087
H 6.60740 -1.83690 11.73388 0.085
H 7.55146 -0.45640 11.12668 0.081
C -3.19780 -7.01571 2.73223 -0.503
H 6.80443 2.20778 3.64364 0.087
H -2.42882 0.85408 -0.71961 0.112
H -5.77894 4.97197 -0.52441 0.091
H -4.65896 10.72746 -1.17672 0.085
C 4.10828 -1.45421 1.48030 -0.235
H -1.44496 -1.10723 -2.13648 0.120
H 3.69925 -1.07472 9.39462 0.083
H -4.16328 -8.87521 3.17128 0.078
H -4.69794 3.34203 1.28429 0.089
H 4.88728 -3.27712 0.95214 0.067
C 6.98271 1.13366 3.56750 -0.017
H 4.88351 -2.21536 -0.25948 0.054
O 1.52085 1.35555 -2.77101 0.043
H 3.65413 0.70722 2.38796 0.079
C 0.52920 3.44037 -3.32668 -0.008
C -0.48795 -2.24630 0.40220 -0.424
O 3.41371 0.91120 1.47584 -0.023
H 8.05649 0.96260 3.66052 0.086
H -0.70227 -0.06131 -4.51429 0.073
H -6.02857 -2.19101 -3.94751 0.082
C -0.95371 -0.56375 -1.31970 -0.111
C -0.67971 0.62659 -5.35725 -0.015
H -3.49054 4.58127 1.65921 0.086
C 3.56561 -0.52380 -6.08675 -0.009
H -7.75535 -2.13280 -3.51942 0.085
O -1.29332 -3.13544 0.25109 0.075
N 0.19023 0.54924 2.08266 0.177
H 0.07476 -2.42833 -2.64552 0.121
H 6.14298 -0.19378 12.18187 0.085
H 2.54706 -2.92037 0.02822 0.028
H 4.20884 -2.22166 10.65528 0.085
C -5.54927 9.39620 0.24894 -0.495
H 1.50566 -4.15500 0.41474 0.081
H 3.28304 -1.40757 -6.66152 0.092
H 0.30985 1.08533 -5.41327 0.059
H -4.09404 -0.73496 -0.83500 0.095
H 3.73744 2.12310 -3.59602 0.083
H 4.65537 0.02194 0.09928 0.141
C 6.24888 0.40882 4.67130 -0.488
H 3.74644 1.79188 -8.68862 0.082
H -1.42461 1.40960 -5.20089 0.093
C 4.02053 0.85477 -8.21022 -0.017
C 6.60052 0.77953 6.08719 -0.022
H -2.96638 2.97849 1.09188 0.074
H 4.62919 -0.60039 -5.85269 0.089
H -2.93586 -2.03616 -0.74042 0.083
O -5.43622 -2.62106 -1.54446 0.066
C 1.44322 -3.66287 -1.56568 -0.639
H -6.38299 10.99673 -0.90956 0.085
H 3.37445 3.80817 -3.17335 0.089
H 6.64295 0.77675 2.59738 0.075
H -2.60032 -5.55860 4.18336 0.088
C 6.55341 -0.80679 11.37768 -0.024
H -2.34315 -5.06584 2.49579 0.072
H -3.97887 -5.07344 3.18638 0.081
S -3.76783 -1.43196 1.38078 0.618
H -5.10706 -7.43467 3.62153 0.082
H 7.66093 0.59632 6.26992 0.091
H -0.37809 2.97230 -2.94955 0.077
H -3.72582 -7.91978 4.60753 0.081
C -6.48797 -2.98659 -2.01717 -0.481
O -5.12016 -0.98786 1.56076 -0.285
C 0.81297 -2.27467 -1.85032 -0.053
H -7.70760 -4.70382 -1.62137 0.086
H -5.84609 9.59074 -1.85852 0.082
H 1.57063 -1.62555 -2.29517 0.097
C 3.01790 2.93085 -3.71631 -0.020
C -4.10751 -7.87164 3.58614 -0.030
C 0.16925 -1.44477 -0.71526 -0.259
H 6.01250 0.19579 6.78778 0.056
H 2.79643 -3.02578 -3.01054 0.046
H -4.70460 5.57128 -1.80949 0.083
H 0.01661 1.17731 -8.02986 0.074
H -4.26725 10.62580 1.45042 0.085
C 4.23468 -1.17871 10.33499 -0.021
C 0.47410 1.00985 3.16518 -0.310
O 6.07582 -0.32136 9.09875 0.064
```

LUMO energy   0.6 eV
HOMO level   -0.3159 Ha
F_max   0.90 eV Å⁻¹
Structure (SMILES)   NC[C@H](O)C[C@@H]1[C@@H](N=C=O)NC(=O)[C@]1(CCCS(=O)(=O)O)CC(N)(N)N.CC(C)=O.CC(C)=O.CC(C)=O.CC(C)=O.CC(C)=O.CC(C)=O.CC(C)=O.CC(C)=O.CC(C)=O
Frontier orbital gap   9.15 eV